Run 1
A cluster of 2 separate species, C7H14O in total, computed with the ωB97M-V functional and the def2-TZVPD basis.

Properties
spin multiplicity: 1
E_LUMO: 0.0110 Ha
frontier orbital gap: 8.36 eV
HOMO level: -8.058 eV
charge: 0

Last column: Mulliken charge in e.
CARTESIAN COORDINATES (ANGSTROEM)
C 2.438 -1.940 -0.562  -0.678
C 1.199 -1.301 -0.697  -0.077
C 0.599 -0.749 0.421  -0.559
C -0.439 0.290 0.445  0.918
C -0.968 0.757 1.811  -1.466
C -1.163 0.667 -0.814  -1.092
C -2.428 -0.196 -0.950  -0.999
H 3.056 -2.504 -1.443  0.227
H 2.742 -2.123 0.526  0.230
H 0.715 -1.137 -1.685  0.216
H 0.949 -0.893 1.445  0.311
H -1.172 0.035 2.563  0.380
H -0.295 1.553 2.260  0.279
H -1.915 1.258 1.645  0.427
H -1.562 1.605 -0.597  0.484
H -0.556 0.754 -1.665  0.488
H -2.169 -1.167 -0.500  0.296
H -3.328 0.224 -0.386  0.292
H -2.769 -0.409 -1.990  0.301
O 2.707 1.976 0.109  -0.668
H 1.800 2.317 -0.074  0.322
H 2.559 0.984 0.137  0.367

Run 2
A cluster of 2 separate species, C7H14O in total, computed with the ωB97M-V functional and the def2-TZVPD basis.

Properties
spin multiplicity: 1
E_LUMO: 0.0302 Ha
frontier orbital gap: 10.07 eV
HOMO level: -9.251 eV
charge: 0

Last column: Mulliken charge in e.
CARTESIAN COORDINATES (ANGSTROEM)
C -2.006 -0.570 0.064  -0.892
C -0.855 -1.168 -0.215  0.512
C -0.654 -2.415 -1.024  -1.285
C 0.364 -0.735 0.537  0.371
C 0.671 -1.315 1.696  -1.057
C 1.233 0.376 -0.062  -0.171
C 0.516 1.300 -1.088  -1.221
H -2.085 0.168 0.849  0.332
H -2.918 -0.552 -0.537  0.313
H -1.280 -2.399 -1.921  0.347
H 0.404 -2.614 -1.227  0.340
H -0.912 -3.346 -0.523  0.299
H 1.633 -1.151 2.164  0.307
H 0.089 -2.074 2.206  0.312
H 2.190 -0.005 -0.409  0.324
H 1.397 1.120 0.718  0.121
H 0.945 2.287 -0.931  0.382
H -0.559 1.479 -1.120  0.310
H 0.710 1.046 -2.134  0.337
O 0.166 3.525 1.282  -0.625
H -0.124 3.771 0.399  0.325
H 1.074 3.272 1.274  0.321

Most stable to least stable, the ends of the list are run 2 and run 1.

Run 1
A structure of composition C7H14O, computed with the ωB97M-V functional and the def2-TZVPD basis.

Properties
spin multiplicity: 1
E_LUMO: -0.0194 Ha
frontier orbital gap: 6.90 eV
HOMO level: -7.425 eV
charge: 0

Last column: Mulliken charge in e.
CARTESIAN COORDINATES (ANGSTROEM)
C 0.006 -2.264 -0.878  -0.920
C -1.345 -1.734 -0.410  -0.532
C -1.415 -0.658 0.672  -0.520
C -0.886 0.708 0.407  0.160
C -0.811 1.157 -0.938  -0.722
C 0.464 1.744 -0.475  0.031
C 1.162 2.405 0.573  -0.989
H -0.128 -3.189 -1.459  0.365
H 0.535 -1.603 -1.512  0.253
H 0.693 -2.390 0.093  0.123
H -1.890 -1.347 -1.343  0.268
H -1.828 -2.662 -0.053  0.368
H -2.510 -0.785 0.932  0.271
H -0.926 -1.214 1.488  0.282
H -1.060 1.418 1.236  0.379
H -1.460 1.794 -1.466  0.349
H 1.141 1.495 -1.240  0.268
H 0.548 2.984 1.276  0.230
H 2.188 2.772 0.481  0.329
H 1.891 0.390 0.867  0.342
H 2.962 -0.843 0.506  0.286
O 2.099 -0.621 0.811  -0.619

Run 2
A structure of composition C7H14O, computed with the ωB97M-V functional and the def2-TZVPD basis.

Properties
spin multiplicity: 1
E_LUMO: 0.0336 Ha
frontier orbital gap: 8.82 eV
HOMO level: -7.907 eV
charge: 0

Last column: Mulliken charge in e.
CARTESIAN COORDINATES (ANGSTROEM)
C -0.658 -0.143 -0.920  1.623
C -0.445 -0.284 1.522  -0.519
C -1.636 1.033 -0.910  -1.526
C 0.772 0.330 -1.168  -1.547
C -1.077 -1.181 -1.957  -1.659
C 1.436 -0.433 1.944  -0.411
C 2.047 0.390 2.776  -0.546
O -0.748 -0.879 0.350  -0.364
H 0.049 -1.001 2.322  0.376
H -0.509 0.810 1.519  0.277
H 1.955 -1.142 1.310  0.347
H -1.334 1.803 -0.200  0.352
H -1.674 1.489 -1.899  0.414
H -2.087 -1.532 -1.749  0.389
H 1.456 -0.517 -1.178  0.369
H 0.827 0.842 -2.129  0.427
H 1.103 1.012 -0.386  0.346
H -2.636 0.689 -0.647  0.376
H -0.402 -2.035 -1.925  0.383
H -1.055 -0.750 -2.957  0.397
H 1.492 1.096 3.384  0.235
H 3.125 0.403 2.899  0.259

Run 3
A cluster of 2 separate species, C7H14O in total, computed with the ωB97M-V functional and the def2-TZVPD basis.

Properties
spin multiplicity: 1
E_LUMO: 0.0336 Ha
frontier orbital gap: 10.43 eV
HOMO level: -9.521 eV
charge: 0

Last column: Mulliken charge in e.
CARTESIAN COORDINATES (ANGSTROEM)
C 1.979 0.508 -1.172  -0.814
C 2.098 0.234 0.126  -0.111
C 1.448 -0.920 0.800  -0.072
C 2.468 -1.902 1.401  -1.330
H 2.259 1.400 -1.715  0.296
H 1.520 -0.255 -1.798  0.250
H 2.603 0.944 0.776  0.286
H 0.832 -0.466 1.584  0.171
H 0.761 -1.493 0.178  0.286
H 3.130 -1.420 2.123  0.342
H 1.959 -2.725 1.902  0.357
H 3.101 -2.303 0.609  0.346
C -3.516 0.621 -1.724  -0.746
C -2.711 0.218 -0.749  -0.135
C -1.822 1.180 -0.032  -0.120
O -1.716 0.796 1.343  -0.565
H -4.071 -0.075 -2.334  0.268
H -3.565 1.680 -1.944  0.232
H -2.583 -0.835 -0.528  0.281
H -0.838 1.226 -0.509  0.147
H -2.251 2.188 -0.074  0.334
H -1.086 1.397 1.738  0.299

Run 4
A cluster of 2 separate species, C7H14O in total, computed with the ωB97M-V functional and the def2-TZVPD basis.

Properties
spin multiplicity: 1
E_LUMO: -0.1168 Ha
frontier orbital gap: 3.49 eV
HOMO level: -6.673 eV
charge: 0

Last column: Mulliken charge in e.
CARTESIAN COORDINATES (ANGSTROEM)
C 0.274 0.488 -2.049  -1.137
C -0.080 -0.498 -1.042  -0.424
C -0.600 0.068 0.266  0.835
C 0.508 0.653 1.108  -0.563
C 1.247 -0.409 1.892  -1.036
C -3.153 -0.175 -0.070  -0.694
C -1.918 0.187 0.606  -0.409
H -0.597 1.095 -2.328  0.313
H 0.757 0.298 -2.986  0.368
H 0.895 1.204 -1.500  0.290
H 0.804 -1.086 -0.745  0.083
H -0.810 -1.283 -1.277  0.534
H 1.322 1.141 0.545  0.211
H 2.257 -0.031 2.123  0.305
H 0.775 -0.631 2.852  0.357
H 1.284 -1.288 1.253  0.286
H -3.218 -0.564 -1.069  0.328
H -4.021 -0.215 0.607  0.266
H -2.058 0.566 1.633  0.276
H 0.032 1.385 1.765  0.475
H 3.301 -0.890 -0.970  0.153
O 2.997 -0.016 -0.614  -0.820

Most stable to least stable, the ends of the list are run 3 and run 1.

Run 1
A cluster of 4 separate species, C3H12NO3 in total, computed with the ωB97M-V functional and the def2-TZVPD basis.

Properties
spin multiplicity: 1
E_LUMO: -0.1632 Ha
frontier orbital gap: 10.07 eV
HOMO level: -14.512 eV
charge: +1

Last column: Mulliken charge in e.
CARTESIAN COORDINATES (ANGSTROEM)
C -0.635 1.157 1.315  0.177
C -0.550 0.355 2.357  -0.785
C -0.302 0.988 -1.092  -0.012
N -0.307 0.517 0.091  0.167
H -0.958 2.207 1.254  0.415
H -0.174 -0.658 2.284  0.218
H -0.829 0.707 3.339  0.276
H -0.102 0.325 -1.920  0.306
H -0.634 2.075 -1.211  0.186
H -0.080 -0.480 0.266  0.106
H 0.257 -4.446 -2.320  0.299
H 0.392 -3.390 -3.317  0.313
O 0.414 -3.532 -2.361  -0.619
H 1.185 4.012 0.553  0.311
H 0.687 4.798 -0.608  0.308
O 0.640 3.905 -0.201  -0.591
H 0.205 -2.836 -0.293  0.299
H 0.561 -3.242 1.214  0.319
O 0.229 -2.463 0.649  -0.694

Run 2
A cluster of 3 separate species, C3H12NO3 in total, computed with the ωB97M-V functional and the def2-TZVPD basis.

Properties
spin multiplicity: 1
E_LUMO: -0.2854 Ha
frontier orbital gap: 5.76 eV
HOMO level: -13.524 eV
charge: +1

Last column: Mulliken charge in e.
CARTESIAN COORDINATES (ANGSTROEM)
C -0.513 2.351 -2.067  -0.600
O -1.365 1.213 -1.918  -0.491
C -0.096 0.026 1.484  0.047
C 1.286 0.138 1.081  -0.484
O 1.707 -1.228 0.597  -0.467
N -1.054 -0.273 0.381  -0.428
H 0.528 1.998 -2.379  0.237
H -0.455 3.108 -1.249  0.257
H -0.926 2.910 -2.832  0.289
H -0.459 0.189 2.461  0.423
H 1.820 0.336 1.912  0.382
H 1.468 0.789 0.324  0.393
H 2.529 -1.005 0.172  0.296
H -1.199 0.818 -1.045  0.422
H -2.071 -0.105 0.771  0.357
H -0.783 -1.267 0.246  0.402
H -0.449 -4.026 0.766  0.354
H 0.294 -2.802 1.002  0.277
O -0.260 -3.171 0.291  -0.666

Most stable to least stable, the ends of the list are run 1 and run 2.

Run 1
The molecule S2, computed with the ωB97M-V functional and the def2-TZVPD basis.

Properties
spin multiplicity: 1
E_LUMO: -0.0957 Ha
frontier orbital gap: 5.76 eV
HOMO level: -8.359 eV
charge: 0

Last column: Mulliken charge in e.
CARTESIAN COORDINATES (ANGSTROEM)
S 0.000 0.000 0.957  0.000
S 0.000 0.000 -0.957  0.000

Run 2
A structure of composition S2, computed with the ωB97M-V functional and the def2-TZVPD basis.

Properties
spin multiplicity: 1
E_LUMO: -0.1678 Ha
frontier orbital gap: 5.40 eV
HOMO level: -9.965 eV
charge: 0

Last column: Mulliken charge in e.
CARTESIAN COORDINATES (ANGSTROEM)
S 0.000 0.000 1.402  0.000
S 0.000 0.000 -1.402  0.000

Most stable to least stable, the ends of the list are run 1 and run 2.

Run 1
The molecule C6H7BrN2O2, computed with the ωB97M-V functional and the def2-TZVPD basis.

Properties
spin multiplicity: 1
E_LUMO: 0.0173 Ha
frontier orbital gap: 8.79 eV
HOMO level: -8.314 eV
charge: 0

Last column: Mulliken charge in e.
CARTESIAN COORDINATES (ANGSTROEM)
C 0.351 -0.604 -1.707  -0.781
C 1.286 0.031 -1.123  0.564
C 2.147 0.754 -0.449  0.063
O 3.455 0.681 -0.765  -0.474
N 1.865 1.443 0.733  -0.072
C 0.701 1.531 1.470  0.428
O 0.449 2.432 2.222  -0.559
N -0.186 0.556 1.220  -0.326
C -1.323 0.582 0.828  0.478
C -2.337 -0.409 1.276  -0.973
Br -2.003 2.106 -0.320  -0.175
H -0.019 -0.275 -2.641  0.260
H 0.014 -1.584 -1.336  0.234
H 4.017 1.233 -0.220  0.280
H 2.638 1.870 1.059  0.103
H -2.575 -0.128 2.307  0.294
H -1.820 -1.358 1.369  0.323
H -3.237 -0.362 0.558  0.334

Run 2
The molecule C6H7BrN2O2, computed with the ωB97M-V functional and the def2-TZVPD basis.

Properties
spin multiplicity: 1
E_LUMO (spin up / spin down): -0.0185 / -0.0185 Ha
frontier orbital gap (spin up / spin down): 7.62 / 7.62 eV
HOMO level (spin up / spin down): -8.121 / -8.121 eV
charge: 0

Last column: Mulliken charge in e.
CARTESIAN COORDINATES (ANGSTROEM)
C -0.980 0.656 1.439  -0.603
C -0.713 -1.514 -0.273  0.001
C -0.754 1.200 0.271  0.450
C -1.292 -0.246 0.279  0.273
C 1.771 -1.658 0.112  -0.521
C -0.606 2.388 -0.558  -0.954
N 0.486 -2.060 -0.128  -0.088
N 2.088 -0.345 -0.027  0.858
O 3.175 0.024 0.373  -0.667
O 1.333 0.388 -0.684  -0.645
Br -3.223 -0.250 -0.059  -0.217
H -0.811 0.644 2.498  0.375
H -1.626 -2.040 -0.738  0.206
H 2.480 -2.443 0.258  0.401
H 0.114 2.521 -1.298  0.367
H -0.334 3.327 0.144  0.223
H -1.677 2.420 -0.975  0.225
H 0.569 -3.012 -0.633  0.316

Most stable to least stable, the ends of the list are run 1 and run 2.